[1]
Below is a structure of composition H41O21 at a distorted geometry, with properties calculated with ωB97M-V with the def2-TZVPD basis set.

Geometry as XYZ:
```
62
Properties=species:S:1:pos:R:3:forces:R:3:lowdin_charge:R:1
O -0.560437 -4.830698 -2.705711 1.987 0.976 0.181 -0.130
H -0.121525 -5.267638 -1.959795 -0.777 -0.637 0.039 0.037
H 0.136686 -4.060086 -2.652295 -1.755 -1.368 -0.670 0.033
O 0.323800 1.224277 -4.550281 0.284 1.687 0.702 -0.051
H -2.153423 -3.407385 -2.365512 -0.330 -1.397 0.049 0.022
H 0.723108 0.438644 -4.173524 -0.605 -0.812 -0.987 0.016
O 2.221899 -0.541499 2.143403 -0.326 0.188 -0.121 -0.181
H 3.626653 2.832508 2.006207 -0.061 -0.869 0.039 0.057
H 1.892675 0.107995 1.307716 0.918 0.315 0.611 0.019
O 2.984990 2.801736 2.735877 1.304 1.527 -0.541 -0.083
H -0.559078 -2.506904 -1.892467 -0.224 1.043 0.415 0.010
H -0.885083 -0.246718 -2.094317 -0.598 1.009 0.882 0.019
O 1.084984 4.407894 -1.036580 -0.014 0.374 -0.430 -0.071
H 1.067125 4.720650 -1.954500 0.023 -0.031 0.423 0.039
H 1.071762 3.451020 -1.146392 -0.106 -0.472 0.135 -0.009
O -4.101846 3.062999 -0.131274 0.115 0.300 0.185 -0.051
H -0.336356 3.198068 2.636507 -0.860 -0.301 -0.437 -0.007
H -4.078591 2.353578 0.514878 -0.168 -0.308 -0.187 0.006
O 0.505397 3.641546 2.674222 0.616 0.431 0.567 -0.050
H 2.488465 0.172496 2.745619 0.061 -0.320 -0.221 0.023
H -0.199943 1.201137 -5.352581 0.305 -1.091 0.202 0.049
O 2.546600 1.496390 -2.641113 -2.273 0.128 -1.203 -0.088
H 2.946862 3.777376 2.858318 -0.680 -0.963 0.540 0.062
H -3.179227 3.181875 -0.378483 0.010 -0.010 -0.119 0.031
O 2.535506 -1.346006 -4.667120 0.953 0.301 1.381 -0.073
H 1.871701 1.303170 -1.968087 0.599 -0.180 0.971 -0.012
H 2.943013 -2.040153 -4.128930 -0.465 -0.823 -0.585 0.036
O -4.275505 -0.194499 -0.727716 0.881 -0.808 -0.797 -0.052
H 0.582389 4.261642 1.947031 -0.344 -0.129 -0.283 0.039
H -4.246151 -0.682668 -1.574527 -0.799 0.359 0.270 0.043
O 1.245144 1.394795 5.000303 -0.429 -0.206 0.378 -0.048
H 0.982185 -3.281001 1.220360 -0.114 -0.272 -0.439 0.022
H 2.080582 0.953989 4.842310 0.126 0.159 -0.250 0.020
O -1.891330 1.907668 2.440417 0.324 -0.014 0.148 -0.052
H -1.888246 0.939204 2.283958 -0.056 0.622 -0.211 0.043
H -2.710836 2.339175 2.179922 -0.004 -0.532 0.031 0.025
O 0.364066 -2.764608 -1.850710 1.175 0.311 -0.001 -0.039
H 0.796379 -2.331399 -1.113459 -0.229 0.331 0.071 0.076
H 2.880605 -0.654261 -4.067667 -0.530 0.749 -0.672 0.025
O 0.993987 -2.340999 3.749214 0.022 1.533 -1.474 -0.140
H 1.198821 -1.492616 3.108109 0.803 -2.731 2.445 0.053
H 1.448104 -2.298062 4.590434 0.306 0.408 -0.115 0.036
O -1.935862 -2.555234 0.310542 -0.866 0.732 0.259 -0.068
H -1.158714 -3.105027 0.301519 0.368 -0.437 0.261 -0.018
H -2.356675 -2.578442 -0.566393 0.490 -0.198 0.273 -0.042
O 0.323416 -3.866502 1.621450 1.097 0.426 0.689 -0.086
H 0.582384 -3.632668 2.556595 -0.853 -0.283 -0.515 0.026
O -1.661858 -0.797819 -2.248403 0.418 -1.290 -1.259 -0.060
H -3.415575 -0.500945 -0.394190 -0.291 0.193 0.943 0.022
H -2.463346 -0.560282 -1.783338 0.852 0.748 0.050 -0.011
O 1.891165 1.235686 0.529990 -0.935 0.117 -1.069 -0.184
H 0.855427 1.377967 -0.127575 -0.354 -0.698 -0.409 0.003
H 1.825358 2.004388 1.096449 0.118 0.189 0.573 -0.013
O -0.107188 1.340544 -0.923877 0.686 0.528 0.437 -0.266
H -0.028218 -0.392855 3.051220 -1.314 0.285 0.017 0.034
H -0.810022 1.899325 -0.554401 0.355 -0.374 -0.181 -0.019
O -0.460657 -0.679042 2.220490 0.321 0.621 0.938 -0.068
H 1.829387 1.732822 -3.302579 1.598 0.109 0.195 0.026
H 0.391723 -0.935127 1.847357 -0.569 0.051 -1.268 -0.009
O -2.989536 -3.051728 -2.055565 -1.199 1.612 -0.453 -0.050
H -3.623635 -3.605382 -1.600651 0.673 -0.984 -0.244 0.075
H 0.956516 1.787690 4.169596 0.337 0.175 -0.160 0.005
```
Forces are in eV/Å.

Calculated values
Energy relative to the best compared isomer or geometry (same formula, charge and spin) (kJ/mol): 427.4
Spin multiplicity: 1
Charge: -1
E_HOMO (Ha): -0.2460
E (eV): -43663.9434
E_LUMO (eV): 2.41


[2]
Below is a cluster of 22 separate species, H42IO21 in total at a distorted geometry, with properties calculated with ωB97M-V with the def2-TZVPD basis set.

Geometry as XYZ:
```
64
Properties=species:S:1:pos:R:3:forces:R:3:lowdin_charge:R:1
I -0.235782 -0.099605 0.454837 -0.060 -0.268 0.298 0.477
O -2.423872 -1.063545 3.227947 -0.164 -0.264 0.378 -0.075
H -3.180282 -0.513385 3.024467 -0.160 0.143 0.005 0.040
H -1.854312 -0.980865 2.463097 0.408 0.183 -0.545 -0.100
O -0.642082 -4.166425 1.593287 0.131 -0.229 0.375 -0.045
H -0.501582 -4.723805 0.827897 0.065 -0.116 -0.275 0.053
H -0.793812 -3.293875 1.230137 -0.312 0.555 -0.305 0.001
O 0.915038 2.957675 -3.823613 0.165 0.780 -0.335 -0.051
H 0.287068 3.146395 -4.520943 -0.104 0.139 -0.211 0.053
H 0.602358 2.141405 -3.433533 0.091 -0.623 0.312 -0.013
O 3.678918 2.749425 -1.317053 0.194 -0.351 -0.439 -0.051
H 3.153748 2.483795 -0.562163 -0.221 0.119 0.377 0.000
H 3.845708 3.681565 -1.177323 -0.033 0.177 0.094 0.031
O -4.123442 1.978545 -3.022883 -0.225 -0.061 -0.482 -0.057
H -3.383972 2.026285 -2.416963 0.230 0.398 0.353 -0.016
H -4.618852 1.211065 -2.736923 -0.111 -0.176 0.101 0.022
O 0.447578 4.044105 -1.312003 -0.304 0.335 0.687 -0.053
H 1.162608 4.059845 -0.675833 0.145 -0.120 0.354 -0.007
H 0.872428 3.842055 -2.145613 0.014 -0.249 -0.787 -0.015
O -5.732292 -0.038845 0.830117 -0.923 0.088 0.392 -0.068
H -5.248692 0.276605 1.593557 0.079 0.150 0.036 0.015
H -5.081612 -0.514115 0.313427 0.671 0.039 -0.332 -0.034
O -0.544812 3.278065 2.019677 -0.168 0.632 0.232 -0.082
H -0.545942 2.901285 2.899607 -0.050 -0.148 0.168 0.029
H -0.483022 2.522555 1.435197 0.172 -0.403 -0.294 -0.098
O 1.802898 -3.266205 2.807527 0.436 -0.132 0.155 -0.042
H 0.976838 -3.387495 2.339397 -0.589 -0.254 -0.195 0.001
H 2.244368 -4.112715 2.738537 0.152 -0.100 0.064 0.059
O -1.144032 -1.811195 5.637897 0.344 -0.077 0.655 -0.068
H -1.446862 -2.717015 5.574407 -0.054 -0.146 -0.064 0.022
H -1.381682 -1.419245 4.797587 -0.342 0.204 -0.438 -0.026
O -3.513482 -1.078655 -0.411063 -0.798 0.029 -0.276 -0.092
H -2.604742 -0.841045 -0.226753 0.626 0.259 0.078 -0.130
H -3.575882 -2.000565 -0.161213 0.395 -0.333 0.088 -0.006
O 1.084688 0.560215 -2.689043 -0.141 -0.419 -0.428 -0.087
H 1.988018 0.767735 -2.449963 0.513 0.217 -0.041 0.057
H 0.715028 0.157275 -1.903403 -0.353 -0.008 0.604 -0.118
O 2.261348 -0.720975 3.394507 0.455 1.083 0.316 -0.083
H 1.509158 -0.317695 2.961157 -0.286 0.177 -0.251 -0.036
H 2.113488 -1.662455 3.305107 0.061 -0.685 -0.048 -0.029
O -3.356442 -3.939985 -0.181603 0.141 0.071 -0.123 -0.042
H -4.284052 -3.787205 -0.361693 -0.379 -0.139 -0.204 0.048
H -3.343712 -4.730865 0.357447 0.079 -0.132 0.309 0.046
O -2.415062 2.831725 -0.733303 -0.624 -0.134 -0.120 -0.066
H -1.732722 3.407015 -0.387353 0.429 0.295 -0.126 0.008
H -2.021842 1.959095 -0.721753 0.335 -0.289 0.189 -0.048
O 3.636138 1.874555 3.629967 0.207 0.699 -0.234 -0.048
H 3.219778 2.222115 4.418697 -0.081 0.049 0.204 0.040
H 3.424188 0.941155 3.638147 -0.297 -0.791 -0.112 -0.005
O 2.779578 -1.434445 -0.767823 0.435 -0.240 -0.187 -0.086
H 3.415768 -1.263765 -0.073303 0.193 0.096 0.235 0.060
H 1.930478 -1.250755 -0.365923 -0.666 0.168 0.295 -0.125
O 3.799928 -1.865515 -3.264793 0.663 -0.004 -0.595 -0.064
H 3.469538 -1.702965 -2.381253 -0.239 0.128 0.524 -0.038
H 4.556528 -2.437665 -3.136593 0.194 -0.070 -0.038 0.028
O 1.231698 -2.469745 -3.755823 -0.827 -0.309 -0.359 -0.055
H 1.346498 -1.655525 -3.265833 0.189 0.474 0.009 -0.013
H 1.275418 -3.157695 -3.091713 0.089 -0.127 0.086 0.031
O 2.310468 3.524265 1.265127 0.238 0.200 -0.513 -0.053
H 2.750738 3.032605 1.958427 0.300 -0.463 0.454 0.007
H 1.955568 4.295975 1.706427 -0.348 0.093 0.060 0.043
O -0.234602 0.081235 -5.300393 -0.309 0.230 -0.491 -0.055
H -0.337772 0.310645 -4.376833 0.147 -0.040 0.238 -0.002
H 0.023628 -0.840425 -5.291343 0.180 -0.309 0.124 0.012
```
Forces are in eV/Å.

Calculated values
Energy relative to the best compared isomer or geometry (same formula, charge and spin) (kJ/mol): 27.8
Spin multiplicity: 1
Charge: -1
E_HOMO (Ha): -0.2583
E (eV): -51785.7716
E_LUMO (eV): 1.62